{
  "formula": "C49H52CdN4P2",
  "method": "ωB97M-V/def2-TZVPD",
  "species": ["Cd", "C", "N", "C", "C", "C", "C", "C", "C", "N", "C", "C", "C", "C", "C", "C", "N", "C", "C", "C", "C", "C", "N", "H", "H", "H", "H", "H", "H", "H", "H", "H", "H", "H", "H", "H", "H", "H", "H", "H", "H", "C", "C", "P", "C", "C", "C", "C", "C", "C", "C", "C", "C", "C", "C", "C", "P", "C", "C", "C", "C", "C", "C", "C", "C", "C", "C", "C", "C", "H", "H", "H", "H", "H", "H", "H", "H", "H", "H", "H", "H", "H", "H", "H", "H", "H", "H", "H", "H", "H", "H", "H", "H", "C", "C", "C", "C", "C", "H", "H", "H", "H", "H", "H", "H", "H", "H", "H"],
  "positions_angstrom": [[-0.183, -0.351, -0.117], [-1.373, -4.200, 1.478], [-1.120, -2.867, 1.996], [-2.307, -2.294, 2.637], [-3.523, -2.235, 1.739], [-4.714, -2.826, 2.144], [-5.846, -2.697, 1.354], [-5.737, -2.010, 0.157], [-4.500, -1.497, -0.193], [-3.420, -1.587, 0.581], [0.026, -2.894, 2.908], [1.377, -2.351, 2.468], [2.502, -2.941, 3.041], [3.762, -2.458, 2.746], [3.870, -1.397, 1.864], [2.706, -0.869, 1.343], [1.481, -1.310, 1.645], [-0.508, -4.544, 0.290], [-0.101, -5.854, 0.069], [0.595, -6.156, -1.089], [0.874, -5.137, -1.987], [0.446, -3.857, -1.676], [-0.233, -3.563, -0.568], [-1.253, -4.971, 2.252], [-2.411, -4.248, 1.140], [-2.599, -2.871, 3.528], [-2.047, -1.282, 2.952], [-4.757, -3.366, 3.082], [-6.789, -3.125, 1.666], [-6.594, -1.866, -0.488], [-4.363, -0.981, -1.136], [-0.224, -2.374, 3.839], [0.205, -3.938, 3.188], [2.383, -3.778, 3.718], [4.643, -2.909, 3.184], [4.831, -0.980, 1.595], [2.746, -0.048, 0.637], [-0.339, -6.627, 0.789], [0.914, -7.172, -1.288], [1.404, -5.327, -2.910], [0.639, -3.029, -2.349], [0.637, 2.770, -0.419], [1.123, 2.343, 0.964], [-0.227, 1.620, 1.993], [0.602, 1.290, 3.594], [1.977, 1.155, 3.758], [2.506, 0.727, 4.971], [1.671, 0.428, 6.036], [0.295, 0.574, 5.891], [-0.231, 0.993, 4.680], [-1.154, 3.150, 2.418], [-2.395, 3.356, 1.819], [-3.141, 4.491, 2.107], [-2.656, 5.424, 3.011], [-1.419, 5.228, 3.613], [-0.670, 4.099, 3.317], [0.600, 1.488, -1.900], [-0.371, 0.432, -3.285], [-1.296, -0.565, -3.029], [-2.014, -1.208, -4.037], [-1.831, -0.840, -5.356], [-0.935, 0.183, -5.644], [-0.233, 0.808, -4.629], [-0.078, 3.007, -2.868], [-1.435, 3.323, -2.884], [-1.912, 4.413, -3.600], [-1.031, 5.203, -4.326], [0.326, 4.906, -4.314], [0.795, 3.822, -3.580], [1.286, 3.559, -0.802], [-0.371, 3.189, -0.355], [1.534, 3.202, 1.500], [1.905, 1.584, 0.861], [2.650, 1.395, 2.945], [3.579, 0.632, 5.083], [2.087, 0.103, 6.982], [-0.364, 0.359, 6.724], [-1.304, 1.115, 4.568], [-2.775, 2.613, 1.130], [-4.104, 4.639, 1.634], [-3.244, 6.300, 3.255], [-1.043, 5.959, 4.318], [0.291, 3.949, 3.796], [-1.492, -0.875, -2.012], [-2.727, -1.984, -3.777], [-2.389, -1.325, -6.148], [-0.795, 0.508, -6.669], [0.447, 1.607, -4.888], [-2.137, 2.690, -2.343], [-2.972, 4.643, -3.605], [-1.399, 6.043, -4.904], [1.014, 5.518, -4.886], [1.849, 3.562, -3.552], [4.599, 1.059, -2.978], [3.227, 0.378, -2.828], [3.421, -0.879, -1.960], [2.811, -0.070, -4.229], [2.313, 1.404, -2.159], [5.306, 0.398, -3.493], [5.018, 1.321, -2.002], [4.495, 1.978, -3.558], [4.089, -1.606, -2.439], [2.457, -1.361, -1.772], [3.853, -0.601, -0.996], [3.600, -0.692, -4.665], [2.660, 0.793, -4.880], [1.894, -0.657, -4.212], [2.769, 1.720, -1.214]],
  "atomic_forces_ev_per_a": [[-0.184, -0.589, 0.336], [-0.083, 0.246, -0.351], [0.161, 0.146, 0.251], [0.109, -0.122, -0.082], [-0.017, 0.049, -0.047], [-0.108, -0.034, 0.178], [0.098, 0.027, -0.014], [-0.188, -0.053, 0.004], [0.283, 0.090, 0.060], [0.151, 0.098, -0.132], [-0.100, 0.037, 0.014], [-0.091, -0.055, -0.002], [0.033, -0.097, 0.041], [-0.042, -0.013, 0.005], [0.060, 0.022, 0.094], [-0.136, 0.091, -0.081], [-0.019, -0.262, -0.114], [0.068, -0.031, -0.158], [0.033, -0.061, -0.007], [0.012, 0.041, -0.014], [0.014, -0.110, -0.012], [-0.102, 0.034, 0.103], [0.058, 0.154, -0.057], [-0.048, -0.045, 0.035], [0.026, -0.022, -0.043], [0.081, 0.056, 0.119], [-0.041, 0.049, 0.031], [0.006, 0.010, -0.011], [0.002, -0.009, 0.002], [0.049, -0.043, -0.031], [-0.001, 0.057, -0.009], [-0.063, 0.105, -0.041], [0.068, 0.020, 0.208], [-0.024, 0.009, -0.035], [-0.010, 0.000, 0.008], [-0.021, -0.003, -0.077], [0.026, -0.125, 0.023], [0.006, 0.017, 0.019], [0.004, 0.007, -0.001], [0.023, 0.014, 0.017], [0.013, 0.037, -0.007], [-0.375, -0.411, 0.344], [-0.082, -0.232, -0.163], [0.059, 0.450, 0.403], [-0.127, -0.246, 0.021], [-0.026, 0.111, 0.021], [0.052, -0.003, 0.020], [0.012, 0.058, 0.017], [-0.024, -0.010, -0.027], [0.033, 0.034, -0.026], [-0.120, -0.132, -0.049], [0.064, -0.001, 0.057], [-0.015, -0.009, -0.010], [-0.028, -0.009, -0.015], [0.018, 0.021, 0.026], [-0.007, 0.044, -0.029], [0.452, 1.282, -1.365], [-0.094, -0.140, 0.202], [0.164, -0.007, -0.031], [-0.027, -0.025, -0.040], [-0.037, -0.001, 0.042], [0.042, 0.021, -0.011], [0.190, 0.088, 0.075], [-0.071, -0.016, 0.014], [-0.014, -0.100, 0.078], [-0.056, -0.024, 0.041], [0.093, 0.051, -0.080], [-0.088, -0.016, 0.043], [-0.004, -0.056, 0.094], [-0.016, -0.069, -0.153], [0.028, 0.005, -0.044], [0.160, -0.058, 0.011], [0.013, 0.183, 0.034], [-0.011, -0.014, 0.005], [-0.021, -0.007, -0.014], [-0.003, -0.016, -0.030], [0.004, 0.015, -0.027], [0.015, -0.056, 0.032], [-0.055, -0.039, -0.063], [0.028, -0.002, 0.010], [0.027, 0.001, -0.022], [0.016, -0.027, -0.009], [-0.011, 0.006, 0.002], [-0.072, -0.082, 0.230], [0.046, 0.023, 0.005], [0.003, 0.013, 0.005], [0.048, -0.024, 0.028], [-0.001, 0.035, -0.031], [0.004, 0.041, -0.048], [0.037, -0.033, 0.017], [-0.003, -0.022, 0.037], [0.024, -0.015, 0.025], [0.023, 0.050, -0.037], [-0.010, -0.062, -0.007], [0.085, 0.070, -0.020], [0.026, 0.061, -0.095], [-0.029, -0.010, 0.063], [-0.380, -0.598, 0.418], [0.003, 0.026, 0.077], [-0.024, 0.017, -0.016], [0.025, -0.010, 0.001], [-0.043, 0.031, 0.041], [-0.011, -0.038, 0.025], [0.043, -0.067, -0.143], [-0.035, 0.024, 0.014], [-0.036, -0.010, -0.021], [-0.044, -0.002, -0.030], [0.060, 0.192, -0.141]]
}

{
  "formula": "C2H6P2",
  "method": "ωB97M-V/def2-TZVPD",
  "e_above_lowest_kj_mol": 112.49,
  "smiles": "CC#P.P",
  "species": ["C", "C", "P", "P", "H", "H", "H", "H", "H", "H"],
  "positions_angstrom": [[-2.782, 0.027, -0.062], [-1.976, 1.187, 0.119], [-3.761, -1.130, 0.106], [2.248, -1.092, 0.221], [-1.393, 0.903, 1.016], [-2.693, 2.047, 0.274], [-1.426, 1.395, -0.869], [1.184, -1.946, 0.316], [3.179, -2.170, 0.385], [2.119, -1.408, -1.140]],
  "atomic_forces_ev_per_a": [[-1.051, -0.647, 0.301], [0.129, 1.105, -1.361], [-0.334, -0.708, -0.323], [0.792, -0.046, -0.292], [0.363, 1.058, -0.614], [1.076, -0.673, 0.181], [-0.162, -0.140, 1.818], [-1.005, -0.662, 0.748], [-0.198, 0.317, 0.075], [0.390, 0.396, -0.532]]
}

Number 1: HOMO-LUMO gap 5.75 eV, largest force on an atom 0.0375 Eh/bohr, LUMO level 0.46 eV. Number 2: HOMO-LUMO gap 10.29 eV, largest force on an atom 0.0356 Eh/bohr, LUMO level 0.79 eV.